C19H24CsN4O5PS6 | ωB97M-V/def2-TZVPD

```
60
C19H24CsN4O5PS6 ωB97M-V/def2-TZVPD
Cs -0.281 -1.295 0.020
N -9.265 -2.263 -0.784
C -7.913 -2.208 -0.434
C -7.537 -2.055 0.901
C -6.207 -1.897 1.238
C -5.234 -1.881 0.255
C -5.590 -2.076 -1.065
C -6.921 -2.237 -1.412
S -3.499 -1.667 0.721
O -3.455 -1.662 2.168
O -2.771 -2.750 0.092
N -2.889 -0.325 0.091
C -3.585 0.790 0.136
N -4.870 0.758 0.563
C -5.537 1.886 0.575
C -4.991 3.099 0.178
C -3.673 3.032 -0.263
N -2.976 1.922 -0.294
H -9.882 -2.585 -0.052
H -9.454 -2.690 -1.680
H -8.303 -2.063 1.668
H -5.895 -1.777 2.261
H -4.818 -2.108 -1.815
H -7.201 -2.392 -2.447
H -6.567 1.804 0.913
H -5.547 4.024 0.210
H -3.154 3.920 -0.618
S 6.792 -5.057 -0.429
C 5.452 -4.085 -0.377
S 4.646 -3.456 -1.773
C 3.389 -2.495 -0.955
C 3.441 -2.541 0.407
S 2.451 -1.731 1.536
S 4.708 -3.571 1.095
S 2.269 -1.686 -1.939
C 6.013 -0.160 -1.667
C 5.848 -0.114 -0.157
O 5.017 0.940 0.270
P 3.375 0.907 0.022
O 3.051 1.954 1.248
C 3.047 1.510 2.590
C 4.412 1.709 3.237
O 3.238 2.023 -1.155
C 3.985 3.221 -1.143
C 4.664 3.415 -2.493
H 6.623 -1.015 -1.947
H 6.489 0.755 -2.020
H 5.034 -0.253 -2.133
H 6.820 0.059 0.327
H 5.450 -1.064 0.202
H 2.774 0.452 2.642
H 2.282 2.106 3.104
H 5.145 1.119 2.695
H 4.384 1.387 4.275
H 4.697 2.759 3.183
H 4.735 3.197 -0.345
H 3.296 4.050 -0.946
H 5.346 2.589 -2.676
H 5.219 4.352 -2.516
H 3.922 3.422 -3.287
```

Computed properties:
Energy above the lowest of the compared OMol25 structures with the same formula, charge and spin, eV: 0.527
Charge: -2
Lowest unoccupied orbital energy, eV: 3.65
Highest occupied orbital energy, eV: -0.40
Kohn-Sham gap, Eh: 0.1488